Record 1
Below is a structure of composition C31H34AsIrO3S, with properties calculated with the ωB97M-V functional and the def2-TZVPD basis.

<S²>: 6.02
Energy above the lowest of the compared OMol25 structures with the same formula, charge and spin (kcal/mol): 5.2
HOMO (alpha / beta) (eV): -13.5113 / -13.9531
Total charge: +2
Kohn-Sham gap (alpha / beta) (eV): 8.2 / 5.7
Lowest unoccupied orbital energy (alpha / beta) (eV): -5.3 / -8.3
Multiplicity: 5

XYZ file:
```
71
Properties=species:S:1:pos:R:3:mulliken_charge:R:1
Ir 1.0581 1.1460 0.3168 2.690
C 4.2972 1.8844 1.5295 -1.500
C 2.8644 1.5755 1.9778 0.569
C 1.8073 2.5202 2.0940 -0.566
C 0.5394 2.1334 2.5816 0.586
C -0.4779 3.2304 2.8042 -1.564
C 0.3637 0.8206 2.9934 -0.246
C 1.3614 -0.1678 2.9038 0.598
C 1.1676 -1.6640 3.2391 -1.965
C 2.5757 0.2817 2.3582 -0.652
H 4.4272 1.8410 0.4682 0.265
H 5.0812 1.2559 2.0070 0.439
H 4.4992 2.8888 1.8888 0.453
H 1.9753 3.5575 1.8756 0.601
H -0.0331 4.0588 3.3986 0.438
H -1.3118 2.9068 3.4512 0.388
H -0.8468 3.5933 1.7953 0.220
H -0.5816 0.5194 3.4565 0.544
H 0.3141 -1.8099 3.8924 0.492
H 2.0392 -2.0419 3.7328 0.550
H 0.9501 -2.2515 2.4299 0.309
H 3.4119 -0.3735 2.2581 0.571
C -5.3691 1.6887 0.6452 -0.491
C -4.9232 1.6448 -0.6522 -0.878
C -3.6897 1.1189 -0.9547 -0.161
C -2.7825 0.7469 0.0243 0.886
C -3.2102 0.9235 1.3533 -0.265
C -4.4702 1.3412 1.6543 -0.979
As -1.1427 -0.1090 -0.1875 1.231
C -1.2875 -1.8252 0.6031 0.151
C -1.6675 -2.2203 1.8917 -0.533
C -1.6897 -3.5544 2.2134 -0.609
C -1.5379 -4.4965 1.1995 -0.881
C -1.1670 -4.1159 -0.0913 -0.935
C -1.0908 -2.7415 -0.3891 0.532
C -0.8848 -2.2193 -1.7738 0.803
C -0.7392 -3.0375 -2.8626 -0.946
C -0.6309 -2.4885 -4.1201 -0.868
C -0.5715 -1.1280 -4.2780 -1.035
C -0.8522 -0.2695 -3.1862 -0.809
C -0.9625 -0.8472 -1.9098 0.386
H -6.4204 1.8798 0.9585 0.365
H -5.6427 1.9236 -1.3776 0.448
H -3.4338 0.9350 -2.0148 0.320
H -2.5759 0.6886 2.1883 0.242
H -4.7892 1.3471 2.6620 0.470
H -1.7296 -1.4513 2.6729 0.376
H -2.0185 -3.8237 3.2003 0.548
H -1.7516 -5.5381 1.3124 0.455
H -0.9469 -4.8333 -0.8676 0.441
H -0.8972 -4.1130 -2.8485 0.388
H -0.6375 -3.0927 -5.0201 0.438
H -0.4694 -0.6879 -5.2700 0.476
H -0.8522 0.7637 -3.3557 0.659
C 2.8081 -0.5369 -3.1195 -0.749
S 3.2030 -0.6057 -1.4432 0.397
C 3.6661 -2.3049 -1.2673 -1.101
O 1.9028 -0.5722 -0.6766 -0.862
H 2.0183 -1.2566 -3.3267 0.061
H 3.7214 -0.7066 -3.6625 0.532
H 2.4736 0.4820 -3.3073 0.239
H 4.6706 -2.4579 -1.5528 0.460
H 2.9131 -2.8684 -1.7590 0.343
H 3.5417 -2.4738 -0.1882 0.326
C 0.5612 4.0045 -2.5282 -1.289
C 0.6212 2.9803 -1.4467 0.609
O 1.5727 2.1529 -1.5557 -0.772
O -0.0565 3.0043 -0.3953 -0.673
H 1.5590 4.5040 -2.6303 0.327
H -0.2122 4.8062 -2.5168 0.371
H 0.3879 3.5346 -3.4961 0.338
```

***

Record 2
Below is an isolated molecule of C4H5Cl5N2O, with properties calculated with the ωB97M-V functional and the def2-TZVPD basis.

Energy above the lowest of the compared OMol25 structures with the same formula, charge and spin (kcal/mol): 25.3
HOMO (eV): -9.7707
Kohn-Sham gap (eV): 9.7
Lowest unoccupied orbital energy (eV): -0.1
Multiplicity: 1

XYZ file:
```
17
Properties=species:S:1:pos:R:3:nbo_charge:R:1
C -0.1298 1.8766 -0.4660 -0.645
C 0.1409 0.4640 0.1644 0.055
Cl 1.8632 0.2690 0.2633 0.048
N -0.2251 0.4055 1.5555 -0.109
Cl -1.8471 1.1418 1.9762 0.056
O -0.3528 -0.9370 1.8438 -0.342
C -0.6914 -1.6304 0.7364 0.470
N 0.1020 -2.7449 0.6677 -0.842
Cl -2.4995 -2.4489 0.9088 -0.205
C -0.6789 -0.7496 -0.4857 -0.167
Cl 0.2175 -1.3158 -1.9382 0.014
Cl -2.1781 -0.2606 -1.0631 0.115
H 0.5667 2.6819 -0.1812 0.248
H -1.1427 2.1854 -0.3149 0.245
H -0.1361 1.7456 -1.5844 0.240
H 0.9630 -2.6364 1.2127 0.411
H 0.1200 -3.1417 -0.3062 0.407
```

***

Record 3
Below is a cluster of 2 separate species, C3H5ClN2 in total, with properties calculated with the ωB97M-V functional and the def2-TZVPD basis.

Energy above the lowest of the compared OMol25 structures with the same formula, charge and spin (kcal/mol): 75.8
HOMO (eV): -8.6246
Kohn-Sham gap (eV): 9.3
Lowest unoccupied orbital energy (eV): 0.7
Multiplicity: 1

XYZ file:
```
11
Properties=species:S:1:pos:R:3:nbo_charge:R:1
C 0.8681 0.4193 1.1747 -0.676
C 1.3926 1.5927 1.1048 0.446
N 1.8932 2.7447 1.1602 -0.683
H 1.3303 -0.5001 1.5257 0.259
H -0.1923 0.2014 1.1709 0.255
H 2.0623 3.4450 0.4510 0.398
C -1.1885 -1.5681 -1.1526 -0.057
N -0.3959 -1.8626 -0.2147 -0.390
Cl 0.3403 -3.4269 -0.0925 0.094
H -1.6033 -2.2003 -1.8101 0.163
H -1.5987 -0.5584 -1.1995 0.191
```

***

Record 4
Below is a structure of composition C11H29BiI2OP2Si, with properties calculated with the ωB97M-V functional and the def2-TZVPD basis.

Energy above the lowest of the compared OMol25 structures with the same formula, charge and spin (kcal/mol): 124.5
HOMO (alpha / beta) (eV): -13.9516 / -13.9508
Total charge: +2
Kohn-Sham gap (alpha / beta) (eV): 5.6 / 5.6
Lowest unoccupied orbital energy (alpha / beta) (eV): -8.3 / -8.3
Multiplicity: 1

XYZ file:
```
47
Properties=species:S:1:pos:R:3:mulliken_charge:R:1
I 0.2636 -0.5474 -5.2134 0.032
I -0.2860 1.8261 -4.5851 -0.006
Bi 0.0000 0.0000 0.0000 1.433
P -2.3103 -0.1814 -0.0419 0.425
C -3.2901 1.3173 0.3469 -1.229
C -2.9762 -0.7172 -1.6620 -1.055
H -4.0598 -0.8708 -1.6131 0.429
H -4.0560 -1.5482 1.0016 0.426
H -2.4771 -1.6485 -1.9417 0.398
H -2.4722 -2.3853 0.9103 0.418
H -3.0375 2.1095 -0.3630 0.397
H -2.7465 0.0420 -2.4145 0.321
C -2.9725 -1.4357 1.1173 -1.230
H -4.3639 1.1098 0.2939 0.432
H -2.7417 -1.1354 2.1429 0.329
H -3.0362 1.6654 1.3518 0.331
P 2.3154 -0.1004 -0.0348 0.466
C 3.2412 1.4307 0.3597 -1.213
C 3.0173 -1.3332 1.1241 -1.076
H 2.5404 -1.5580 -1.9360 0.399
H 4.0930 -0.7241 -1.6020 0.429
H 2.7497 0.1417 -2.4059 0.352
C 3.0047 -0.6096 -1.6537 -1.123
H 2.5491 -2.2986 0.9153 0.423
H 4.1041 -1.4093 1.0100 0.425
H 4.3217 1.2602 0.3124 0.431
H 2.9702 1.7695 1.3635 0.213
H 2.7750 -1.0419 2.1496 0.072
H 2.9653 2.2143 -0.3512 0.417
C -0.0320 1.7626 0.4548 0.021
O -0.0527 2.8957 0.7475 -0.193
C 2.4978 0.3080 4.2690 -1.038
Si 0.7114 0.6718 3.8553 0.162
C -0.2694 0.1296 5.3525 -1.112
C 0.5449 2.5247 3.7295 -0.914
C -0.1331 -0.2354 2.4079 -0.728
H 2.7564 0.8385 5.2081 0.390
H 3.1705 0.6788 3.4718 0.294
H 2.6324 -0.7814 4.4327 0.356
H 0.1177 0.6407 6.2580 0.314
H -1.3377 0.3914 5.2112 0.321
H -0.1739 -0.9683 5.4790 0.342
H 1.1795 2.8998 2.9041 0.285
H -0.5174 2.7950 3.5597 0.317
H 0.8943 2.9833 4.6771 0.396
H -0.1031 -1.3236 2.6212 0.619
H -1.1523 0.1402 2.5809 0.102
```

***

Record 5
Below is an isolated molecule of C18H18BrN3OS, with properties calculated with the ωB97M-V functional and the def2-TZVPD basis.

HOMO (eV): -8.0397
Kohn-Sham gap (eV): 8.1
Lowest unoccupied orbital energy (eV): 0.0
Multiplicity: 1

XYZ file:
```
42
Properties=species:S:1:pos:R:3:nbo_charge:R:1
O 4.4740 -0.2482 -0.7910 -0.547
C 3.2977 -0.1928 -1.0588 0.687
N 2.8636 0.6505 -2.0631 -0.664
C 1.5961 0.9392 -2.5322 0.281
S 1.3539 1.1017 -4.1563 -0.189
N 0.5646 1.0895 -1.6810 -0.614
C 0.5714 1.2576 -0.2854 0.181
C 1.5956 1.9681 0.3278 -0.244
C 1.6325 2.1041 1.7025 -0.210
C 0.6385 1.5238 2.4699 -0.203
C -0.4086 0.8537 1.8653 -0.242
C -0.4840 0.7222 0.4800 0.132
N -1.5147 0.0467 -0.1844 -0.458
C -2.3800 -0.8540 0.5556 -0.214
C -3.6437 -0.0455 0.8501 -0.417
C -3.8193 0.7449 -0.4483 -0.419
C -2.3944 0.8385 -1.0459 -0.232
C 2.2771 -1.0629 -0.4141 -0.215
C 1.3357 -1.7299 -1.1954 -0.160
C 0.4359 -2.6080 -0.6235 -0.227
C 0.4656 -2.8367 0.7423 -0.140
C 1.4109 -2.2064 1.5301 -0.262
C 2.3240 -1.3408 0.9506 -0.022
Br 3.6265 -0.5463 2.0699 0.099
H 3.6142 0.9764 -2.6642 0.440
H -0.3359 1.1014 -2.1389 0.433
H 2.3689 2.4145 -0.2782 0.227
H 2.4376 2.6489 2.1682 0.223
H 0.6678 1.6077 3.5452 0.217
H -1.1868 0.4406 2.4874 0.214
H -1.8833 -1.2565 1.4348 0.216
H -2.6256 -1.6875 -0.1128 0.191
H -4.5014 -0.6740 1.0778 0.217
H -3.4710 0.6298 1.6890 0.202
H -4.2430 1.7315 -0.2729 0.218
H -4.4769 0.2088 -1.1315 0.208
H -2.3913 0.4194 -2.0592 0.194
H -2.0581 1.8769 -1.0862 0.206
H 1.3268 -1.5751 -2.2641 0.230
H -0.2822 -3.1185 -1.2457 0.220
H -0.2356 -3.5213 1.1948 0.211
H 1.4570 -2.3921 2.5921 0.232
```

***

Record 6
Below is a structure of composition C33H39N4O2PdSe, with properties calculated with the ωB97M-V functional and the def2-TZVPD basis.

HOMO (eV): -8.9921
Total charge: +1
Kohn-Sham gap (eV): 5.1
Lowest unoccupied orbital energy (eV): -3.9
Multiplicity: 1

XYZ file:
```
80
Properties=species:S:1:pos:R:3:mulliken_charge:R:1
Pd 0.0351 -1.1580 0.2387 -0.073
C -6.5377 0.0660 -0.8758 -1.799
C -5.0545 -0.1364 -0.8943 0.321
C -4.2365 0.7409 -1.5728 -0.514
C -2.8375 0.5782 -1.5867 0.432
C -1.9360 1.5365 -2.0497 -0.537
N -2.2559 2.7008 -2.6227 0.020
C -1.3198 3.7496 -2.9317 -0.596
C -1.7616 5.0801 -2.3106 -1.039
C -1.5491 5.1097 -0.7940 -0.692
N -2.3436 4.1015 -0.1382 -0.027
C -1.9041 3.0402 0.5491 -0.678
C -0.6588 2.8624 1.1649 0.147
C 0.2034 3.8985 1.5629 -0.463
C 1.3700 3.6514 2.2689 0.190
C 2.2202 4.7759 2.7768 -1.730
C 1.7365 2.3357 2.5341 -0.563
C 0.9444 1.2474 2.1621 1.112
C 1.3622 -0.0791 2.5034 -0.617
N 1.0209 -1.1597 1.8909 0.653
C 1.3580 -2.4558 2.4002 -0.781
C 0.1002 -3.0937 3.0170 -0.753
C -0.9167 -3.5584 1.9689 -0.856
N -1.3679 -2.4821 1.1200 0.508
C -2.5755 -2.4339 0.6954 -0.959
C -3.0978 -1.4120 -0.1638 1.195
C -4.4769 -1.1870 -0.1827 -0.763
C -2.2539 -0.6112 -0.9993 0.475
O -1.0830 -0.9430 -1.3697 -0.624
C -0.3390 1.4817 1.5295 -0.033
O -1.1840 0.5744 1.3463 -0.698
H -6.8180 0.9184 -1.4912 0.345
H -6.8832 0.2442 0.1413 0.379
H -7.0530 -0.8190 -1.2437 0.390
H -4.6774 1.5730 -2.1047 0.300
H -0.8788 1.3447 -1.9181 0.666
H -3.2220 2.8655 -2.8662 0.218
H -1.2467 3.8678 -4.0199 0.334
H -0.3376 3.4545 -2.5513 0.406
H -2.8176 5.2437 -2.5387 0.432
H -1.1910 5.8942 -2.7572 0.406
H -1.8327 6.0995 -0.4257 0.269
H -0.4981 4.9293 -0.5757 0.529
H -3.3240 4.1139 -0.3758 0.345
H -2.6064 2.2248 0.6734 0.736
H -0.1108 4.9247 1.4310 0.733
H 1.9173 5.7260 2.3421 0.367
H 3.2677 4.5885 2.5460 0.383
H 2.1242 4.8501 3.8610 0.353
H 2.6635 2.1388 3.0543 0.511
H 2.0480 -0.1629 3.3501 0.358
H 2.1364 -2.3821 3.1735 0.475
H 1.7370 -3.0773 1.5727 0.051
H -0.3683 -2.3603 3.6793 0.305
H 0.3944 -3.9569 3.6177 0.445
H -1.7650 -4.0254 2.4873 0.379
H -0.4327 -4.3177 1.3356 0.269
H -3.2963 -3.1772 1.0511 0.358
H -5.1192 -1.8555 0.3710 0.517
C 5.3365 -5.5036 -1.5162 -1.517
C 4.5029 -4.2905 -1.2531 0.527
C 5.0381 -3.1295 -0.7097 -1.093
C 4.2785 -1.9801 -0.5450 0.764
C 4.9035 -0.7546 0.0421 -1.605
C 2.9328 -1.9831 -0.9431 0.374
Se 1.9276 -0.3243 -0.9067 -0.317
C 2.3565 -3.1667 -1.4384 1.248
C 0.9107 -3.2756 -1.8246 -1.311
C 3.1529 -4.2926 -1.5811 -1.094
H 6.3082 -5.4313 -1.0349 0.365
H 5.4940 -5.6059 -2.5905 0.317
H 4.8286 -6.4043 -1.1752 0.360
H 6.0785 -3.1075 -0.4172 0.334
H 5.8412 -0.9907 0.5362 0.397
H 4.2309 -0.2917 0.7628 0.187
H 5.0992 -0.0295 -0.7459 0.337
H 0.2776 -3.2996 -0.9175 0.164
H 0.7254 -4.1986 -2.3709 0.494
H 0.5921 -2.4329 -2.4442 0.179
H 2.7134 -5.1957 -1.9830 0.372
```